Computed, not measured: C26H54BrCaClF4MgNO16PS2 as an isolated structure at a distorted geometry, with ωB97M-V with the def2-TZVPD basis set.

HOMO (eV): -12.37
E_LUMO (eV): -10.235
Relative energy (zero: lowest compared OMol25 entry of this formula, charge and spin) (eV): 0.0000

```
! RIJCOSX wB97M-V def2-TZVPD def2/J DEFGRID3
* xyz 2 1
C -2.619 -2.101 5.793
C -1.843 -1.391 4.665
C -0.604 -0.660 5.147
Cl -1.209 0.817 6.086
C 0.192 -0.210 3.922
O 0.472 -1.376 3.204
C -0.207 -1.503 1.954
C 0.686 -1.444 0.718
O 1.198 -2.688 0.356
C 2.230 -3.153 1.224
P 1.777 -4.892 1.770
N 2.635 -5.195 3.243
O 0.194 -4.892 2.236
C 1.539 0.499 4.276
C 2.116 0.142 5.632
F 2.467 0.146 3.327
H -3.706 -2.016 5.676
H -2.362 -1.663 6.749
H -2.444 -3.330 5.791
H -1.609 -2.152 3.916
H -2.511 -0.622 4.223
H -0.067 -1.360 5.777
H -0.408 0.530 3.378
H -1.036 -0.785 1.813
H -0.660 -2.500 1.939
H 0.045 -1.114 -0.099
H 1.451 -0.671 0.817
H 2.446 -2.471 2.052
H 3.145 -3.255 0.641
H 2.849 -4.313 3.704
H 3.494 -5.663 2.975
H 0.040 -4.311 2.997
H 1.434 1.582 4.226
H 1.513 0.495 6.465
H 2.220 -0.938 5.733
H 3.088 0.609 5.731
C -5.885 -5.355 3.291
F -5.068 -6.358 2.971
F -6.657 -5.087 2.240
F -6.663 -5.746 4.299
S -4.912 -3.875 3.778
O -4.105 -3.546 2.603
O -4.113 -4.291 4.918
O -5.865 -2.817 4.103
Ca -3.728 -0.497 3.218
C 4.883 1.219 -2.660
C 4.761 1.426 -1.147
C 3.495 2.254 -0.900
S 2.383 1.885 -2.262
O 2.190 3.082 -3.037
O 1.247 1.121 -1.775
C 3.497 0.800 -3.139
H 5.632 0.469 -2.907
H 5.174 2.156 -3.135
H 4.670 0.455 -0.652
H 5.639 1.921 -0.736
H 3.010 1.988 0.038
H 3.702 3.322 -0.922
H 3.355 0.919 -4.211
H 3.267 -0.223 -2.841
O -6.395 1.429 5.171
H -6.846 1.180 5.987
H -6.791 2.275 4.930
C 3.116 0.521 -8.782
O 4.105 1.516 -9.050
C 5.100 1.557 -8.167
O 5.219 0.848 -7.201
O 5.942 2.520 -8.537
C 7.069 2.679 -7.675
H 2.371 0.595 -9.569
H 3.556 -0.474 -8.802
H 2.636 0.705 -7.822
H 7.668 1.771 -7.651
H 6.750 2.950 -6.669
H 7.669 3.487 -8.085
O -6.227 -2.293 0.866
C -7.213 -2.582 0.237
O -8.305 -3.107 0.807
C -9.276 -3.452 -0.205
C -8.919 -2.588 -1.404
C -7.404 -2.466 -1.261
H -9.188 -4.519 -0.417
H -10.275 -3.252 0.171
H -9.244 -3.012 -2.351
H -9.378 -1.604 -1.302
H -6.879 -3.290 -1.747
H -7.031 -1.514 -1.628
Br -1.067 -4.058 5.916
C 4.645 5.800 -4.751
C 5.413 5.500 -3.490
O 5.460 4.379 -3.034
C 6.118 6.652 -2.822
H 4.188 4.885 -5.123
H 3.859 6.527 -4.545
H 5.318 6.195 -5.513
H 5.395 7.416 -2.534
H 6.855 7.083 -3.501
H 6.629 6.296 -1.930
C -1.973 3.893 -1.324
C -2.400 2.524 -1.825
O -1.612 2.112 -2.923
H -2.054 4.630 -2.121
H -2.591 4.217 -0.482
H -0.928 3.877 -1.005
H -3.437 2.547 -2.162
H -2.314 1.775 -1.020
H -0.695 2.080 -2.623
Mg -2.385 2.735 7.554
*
```

Computed, not measured: a 3-piece molecular cluster, C26H54N2O10 overall at a distorted geometry, with ωB97M-V with the def2-TZVPD basis set.

SMILES: CC(=O)OCCCCCC[C@H](CCOC(C)=O)OC=O.COCCNCCOC.COCCNCCOC
HOMO (eV): -8.56
E_LUMO (eV): 0.724
Relative energy (zero: lowest compared OMol25 entry of this formula, charge and spin) (eV): 0.0000

```
! RIJCOSX wB97M-V def2-TZVPD def2/J DEFGRID3
* xyz 0 1
C 0.308 3.633 2.800
C -0.764 4.535 3.364
O -1.356 4.202 4.319
O -0.996 5.663 2.694
C -1.470 6.760 3.490
C -2.952 7.100 3.261
C -3.867 5.872 3.118
C -4.995 5.761 4.177
C -4.819 4.583 5.178
C -5.854 3.459 5.032
C -5.511 2.340 4.024
C -4.013 2.163 3.762
C -3.651 0.879 3.014
O -4.026 0.872 1.631
C -3.171 1.527 0.842
C -3.760 2.129 -0.408
O -2.022 1.625 1.050
O -6.311 2.445 2.813
C -5.981 3.478 2.027
O -6.811 4.156 1.580
H 0.369 3.754 1.720
H 1.254 3.776 3.313
H -0.003 2.611 2.988
H -0.891 7.626 3.173
H -1.272 6.645 4.552
H -3.025 7.706 2.360
H -3.254 7.755 4.077
H -4.362 5.972 2.150
H -3.283 4.960 3.065
H -5.971 5.736 3.697
H -4.972 6.681 4.758
H -3.783 4.251 5.193
H -4.994 5.032 6.157
H -6.104 2.990 5.981
H -6.783 3.916 4.690
H -5.843 1.401 4.462
H -3.532 2.998 3.260
H -3.550 2.043 4.742
H -2.603 0.642 3.164
H -4.206 0.070 3.486
H -4.537 2.860 -0.197
H -2.985 2.589 -1.007
H -4.230 1.349 -1.006
H -4.942 3.700 1.770
C 4.134 -2.803 -0.836
O 3.493 -2.100 -1.887
C 2.121 -2.440 -2.061
C 1.213 -1.303 -1.632
N 1.233 -1.120 -0.186
C 0.590 0.114 0.273
C 1.185 1.445 -0.180
O 2.467 1.731 0.358
C 3.558 1.155 -0.337
H 5.204 -2.614 -0.912
H 3.793 -2.457 0.145
H 3.967 -3.880 -0.924
H 1.867 -3.368 -1.540
H 1.975 -2.609 -3.133
H 0.189 -1.525 -1.949
H 1.546 -0.401 -2.162
H 2.194 -1.114 0.129
H 0.620 0.094 1.365
H -0.463 0.085 -0.011
H 0.527 2.230 0.200
H 1.190 1.557 -1.271
H 3.367 1.071 -1.409
H 3.812 0.175 0.077
H 4.424 1.802 -0.190
C 5.841 -7.002 -7.093
O 5.031 -5.875 -6.812
C 3.634 -6.116 -6.941
C 2.950 -6.119 -5.587
N 3.325 -7.290 -4.801
C 2.914 -7.230 -3.399
C 3.495 -6.117 -2.527
O 4.883 -6.233 -2.272
C 5.729 -5.708 -3.281
H 6.874 -6.660 -7.150
H 5.772 -7.757 -6.303
H 5.572 -7.453 -8.053
H 3.433 -7.041 -7.488
H 3.227 -5.287 -7.527
H 1.866 -6.122 -5.734
H 3.223 -5.185 -5.079
H 4.330 -7.397 -4.832
H 3.198 -8.184 -2.948
H 1.822 -7.176 -3.359
H 3.012 -6.196 -1.548
H 3.253 -5.116 -2.903
H 5.285 -4.846 -3.785
H 5.991 -6.477 -4.012
H 6.655 -5.387 -2.803
*
```

Computed, not measured: C26H54N6O8Si2 as an isolated structure at a distorted geometry, with ωB97M-V with the def2-TZVPD basis set.

HOMO (eV): -8.63
E_LUMO (eV): 0.310

```
! RIJCOSX wB97M-V def2-TZVPD def2/J DEFGRID3
* xyz 0 1
O -1.817 -1.790 -0.603
C -2.306 -0.674 -0.904
C -3.662 -0.484 -1.770
Si -5.253 -0.811 -0.746
O -5.517 0.446 0.447
Si -6.110 1.908 -0.311
C -1.578 0.708 -0.484
C -1.267 1.668 -1.690
C -0.613 3.047 -1.441
C -0.291 3.423 0.032
C -0.565 2.456 1.239
C -1.230 1.068 0.985
H -3.723 0.627 -2.098
H -3.647 -1.085 -2.749
H -6.379 -0.692 -1.702
H -5.235 -2.132 -0.103
H -7.200 2.526 0.474
H -6.671 1.662 -1.652
H -5.033 2.926 -0.347
H -1.535 1.371 -2.762
H -0.441 3.715 -2.346
H 0.182 4.456 0.197
H -0.304 2.726 2.318
H -1.481 0.316 1.813
C 1.940 2.438 -4.220
O 0.760 2.456 -3.914
N 2.815 1.440 -3.919
C 4.207 1.493 -4.319
C 2.339 0.289 -3.176
H 2.403 3.263 -4.785
H 4.428 0.634 -4.959
H 4.834 1.455 -3.426
H 4.422 2.411 -4.866
H 1.536 -0.194 -3.739
H 1.942 0.622 -2.214
H 3.150 -0.422 -3.012
C 1.444 -5.455 1.243
O 1.874 -6.552 1.560
N 0.129 -5.141 1.087
C -0.308 -3.810 0.707
C -0.866 -6.170 1.307
H 2.117 -4.604 1.053
H -0.958 -3.412 1.490
H -0.863 -3.872 -0.231
H 0.543 -3.140 0.575
H -0.776 -6.539 2.332
H -0.682 -6.998 0.617
H -1.869 -5.774 1.146
C -2.366 -1.405 3.544
O -1.330 -1.445 2.902
N -2.683 -2.234 4.577
C -3.938 -2.125 5.293
C -1.736 -3.259 4.972
H -3.153 -0.665 3.326
H -3.729 -1.925 6.348
H -4.484 -3.066 5.201
H -4.549 -1.315 4.891
H -0.795 -2.784 5.263
H -1.546 -3.919 4.122
H -2.127 -3.840 5.808
C 5.471 4.901 -3.030
O 5.805 3.864 -3.576
N 5.314 6.103 -3.649
C 4.910 7.293 -2.926
C 5.557 6.197 -5.075
H 5.261 4.942 -1.949
H 3.974 7.665 -3.349
H 5.687 8.054 -3.030
H 4.761 7.077 -1.867
H 4.884 5.514 -5.600
H 6.588 5.900 -5.283
H 5.392 7.216 -5.426
C 1.435 9.004 -0.624
O 2.473 8.975 -1.259
N 1.116 8.166 0.404
C -0.143 8.263 1.113
C 2.067 7.145 0.798
H 0.645 9.740 -0.842
H 0.057 8.457 2.170
H -0.684 7.319 1.011
H -0.757 9.071 0.712
H 3.003 7.623 1.098
H 2.266 6.491 -0.055
H 1.674 6.556 1.628
C -1.841 -9.582 2.510
O -2.981 -10.003 2.591
N -0.714 -10.350 2.517
C 0.613 -9.771 2.416
C -0.846 -11.789 2.629
H -1.628 -8.506 2.421
H 1.109 -10.171 1.527
H 1.187 -10.040 3.306
H 0.563 -8.684 2.337
H -1.441 -12.160 1.792
H -1.363 -12.029 3.561
H 0.136 -12.265 2.621
*
```

Computed, not measured: a 3-piece molecular cluster, C26H55B3N4O9S overall at a distorted geometry, with ωB97M-V with the def2-TZVPD basis set.

SMILES: C=CB1OB(CCCCCCCSc2nnco2)OB(C[C@@H](C)O)O1.COCCNCCOC.COCCNCCOC
HOMO (eV): -8.27
E_LUMO (eV): -0.971

```
! RIJCOSX wB97M-V def2-TZVPD def2/J DEFGRID3
* xyz 0 1
C 2.293 -2.236 -0.695
C 1.186 -1.396 -0.162
B 1.314 0.128 0.446
O 0.252 0.529 1.435
B -0.432 1.701 0.783
C -2.076 1.723 0.782
C -2.777 1.480 -0.679
C -1.861 1.901 -1.972
C -2.765 1.970 -3.376
C -1.872 2.513 -4.671
C -0.280 2.118 -4.556
C 0.541 2.172 -5.980
S 1.687 3.702 -5.980
C 0.487 5.144 -6.080
N 0.325 6.393 -5.242
N -0.796 6.987 -5.867
C -1.330 6.166 -7.035
O -0.491 4.963 -7.186
O 0.326 2.825 0.201
B 1.753 2.502 0.005
C 2.736 3.796 -0.411
C 1.787 5.124 -0.768
C 1.230 5.898 0.577
O 2.536 6.123 -1.591
O 2.345 1.128 0.107
H 2.270 -2.483 -1.859
H 3.153 -2.728 -0.051
H 0.101 -1.893 -0.128
H -2.403 2.719 1.326
H -2.425 0.835 1.488
H -3.110 0.352 -0.736
H -3.760 2.150 -0.697
H -1.067 1.021 -2.115
H -1.336 2.945 -1.846
H -3.209 0.881 -3.567
H -3.670 2.701 -3.123
H -2.044 3.693 -4.693
H -2.388 2.120 -5.673
H 0.178 2.805 -3.707
H -0.238 0.980 -4.197
H 1.194 1.204 -6.134
H -0.192 2.312 -6.899
H -2.240 6.338 -7.753
H 3.543 4.036 0.402
H 3.336 3.457 -1.384
H 0.909 4.746 -1.483
H 0.112 6.235 0.360
H 1.897 6.795 0.930
H 1.146 5.107 1.466
H 1.955 6.959 -1.514
C 4.478 -0.351 7.900
O 3.295 -0.979 7.421
C 2.350 -0.068 6.850
C 2.303 -0.209 5.316
N 3.524 0.303 4.695
C 3.688 -0.080 3.286
C 3.728 -1.586 2.945
O 4.897 -2.266 3.407
C 4.863 -2.626 4.782
H 5.018 -1.074 8.518
H 5.130 -0.066 7.074
H 4.247 0.526 8.512
H 2.536 0.967 7.154
H 1.370 -0.353 7.247
H 1.440 0.348 4.931
H 2.151 -1.266 5.095
H 4.331 -0.036 5.209
H 4.635 0.363 2.948
H 2.896 0.398 2.698
H 3.757 -1.667 1.852
H 2.820 -2.115 3.253
H 3.861 -2.904 5.118
H 5.267 -1.815 5.387
H 5.522 -3.488 4.923
C -3.360 -7.449 0.307
O -3.742 -7.021 -0.994
C -5.055 -6.451 -1.050
C -4.988 -4.924 -1.242
N -4.495 -4.255 -0.038
C -4.107 -2.853 -0.244
C -3.006 -2.552 -1.286
O -1.701 -3.001 -0.913
C -1.469 -4.385 -1.136
H -2.466 -8.071 0.209
H -3.105 -6.598 0.939
H -4.146 -8.043 0.781
H -5.661 -6.722 -0.180
H -5.539 -6.883 -1.932
H -5.990 -4.547 -1.480
H -4.341 -4.736 -2.100
H -3.687 -4.755 0.319
H -3.757 -2.478 0.728
H -5.003 -2.274 -0.496
H -2.928 -1.461 -1.365
H -3.266 -2.900 -2.291
H -1.974 -4.756 -2.031
H -1.762 -4.956 -0.256
H -0.392 -4.532 -1.266
*
```

Computed, not measured: a 9-piece molecular cluster, C26H55Br16NO overall, with ωB97M-V with the def2-TZVPD basis set.

SMILES: CCCCCCCCOCCN.BrCCBr.BrCCBr.BrCCBr.BrCCBr.BrCCBr.BrCCBr.BrCCBr.BrCCBr
HOMO (eV): -8.82
E_LUMO (eV): 0.392

```
! RIJCOSX wB97M-V def2-TZVPD def2/J DEFGRID3
* xyz 0 1
C 2.707 -0.892 -0.477
C 1.768 0.305 -0.737
C 2.036 1.053 -2.063
C 0.822 1.193 -2.991
C 0.447 -0.047 -3.815
C 0.053 -1.321 -3.046
C -1.370 -1.234 -2.452
C -1.509 -1.752 -1.010
O -2.512 -1.090 -0.273
C -2.161 0.196 0.204
C -2.790 1.316 -0.632
N -2.960 2.532 0.178
H 2.910 -1.403 -1.426
H 3.631 -0.544 -0.010
H 2.236 -1.623 0.189
H 0.737 -0.064 -0.753
H 1.830 1.009 0.100
H 2.396 2.065 -1.832
H 2.849 0.570 -2.624
H 1.053 1.990 -3.717
H -0.045 1.553 -2.410
H 1.256 -0.268 -4.527
H -0.424 0.224 -4.435
H 0.790 -1.578 -2.275
H 0.080 -2.143 -3.775
H -2.046 -1.819 -3.091
H -1.737 -0.200 -2.500
H -1.798 -2.810 -1.017
H -0.542 -1.690 -0.483
H -2.532 0.288 1.230
H -1.067 0.310 0.244
H -2.150 1.564 -1.489
H -3.742 0.927 -1.027
H -3.893 2.534 0.576
H -2.956 3.330 -0.447
Br -6.435 3.541 0.739
C -6.723 5.426 1.102
C -5.503 6.243 0.766
Br -4.093 6.004 2.079
H -6.990 5.500 2.152
H -7.568 5.723 0.485
H -5.746 7.304 0.771
H -5.081 5.971 -0.197
Br 4.837 1.864 0.956
C 3.957 2.271 2.645
C 3.986 1.114 3.606
Br 2.707 -0.266 3.109
H 2.937 2.561 2.410
H 4.494 3.124 3.054
H 3.689 1.451 4.597
H 4.962 0.642 3.654
Br 5.577 -4.846 3.294
C 4.312 -3.713 4.237
C 2.913 -4.269 4.169
Br 2.135 -4.047 2.404
H 4.378 -2.726 3.791
H 4.648 -3.675 5.271
H 2.261 -3.733 4.854
H 2.883 -5.333 4.387
Br -0.407 5.383 1.341
C 1.102 6.425 1.977
C 2.217 5.541 2.475
Br 1.755 4.671 4.153
H 0.719 7.078 2.755
H 1.448 7.022 1.136
H 3.119 6.118 2.664
H 2.433 4.743 1.770
Br -3.952 3.506 -2.640
C -2.250 3.306 -3.565
C -1.078 3.677 -2.695
Br -0.924 5.596 -2.441
H -2.310 3.924 -4.455
H -2.191 2.257 -3.847
H -0.148 3.360 -3.161
H -1.148 3.242 -1.700
Br -3.729 1.485 4.420
C -5.109 0.192 4.857
C -6.270 0.258 3.899
Br -7.328 1.858 4.193
H -5.418 0.409 5.875
H -4.637 -0.787 4.816
H -6.934 -0.589 4.051
H -5.948 0.288 2.862
Br 2.652 -3.347 -6.552
C 1.124 -4.535 -6.377
C -0.018 -4.124 -7.269
Br -0.901 -2.526 -6.606
H 0.844 -4.522 -5.328
H 1.480 -5.526 -6.649
H -0.777 -4.902 -7.293
H 0.310 -3.900 -8.279
Br 6.900 -8.578 2.009
C 5.272 -9.615 2.235
C 4.223 -9.245 1.219
Br 3.437 -7.511 1.598
H 4.933 -9.436 3.251
H 5.562 -10.657 2.122
H 3.407 -9.965 1.239
H 4.633 -9.186 0.215
*
```

> Number 5 is which compound?

C26H55Br16NO